The following is a DFT calculation (ωB97M-V/def2-TZVPD) of a molecular structure, C38H53GeN3ORuSbSi3.

Properties
**Energy above the lowest of the compared OMol25 structures with the same formula, charge and spin**: 39.3 kcal/mol
**LUMO (spin up / spin down)**: 0.3 / 0.0 eV
**2S+1**: 2
**Kohn-Sham gap (spin up / spin down)**: 0.22539 / 0.22671 Eh
**E_tot**: -136050.927 eV
**HOMO (spin up / spin down)**: -5.7901 / -6.1370 eV

Structure (XYZ):
```
101
C38H53GeN3ORuSbSi3, DFT ωB97M-V/def2-TZVPD
Ru -1.117 -1.442 -0.058
N -3.271 -3.185 -1.847
C -3.477 -3.403 -0.494
C -4.330 -4.458 -0.144
C -4.667 -4.629 1.177
C -4.159 -3.741 2.122
C -3.287 -2.771 1.696
N -2.913 -2.613 0.413
C -2.740 -2.117 -2.558
C -3.152 -2.009 -3.895
C -2.642 -1.013 -4.687
C -1.723 -0.132 -4.131
C -1.368 -0.301 -2.814
N -1.859 -1.269 -2.012
H -3.804 -3.809 -2.428
H -4.732 -5.107 -0.911
H -5.332 -5.430 1.469
H -4.417 -3.819 3.168
H -2.853 -2.061 2.382
H -3.877 -2.712 -4.284
H -2.957 -0.919 -5.718
H -1.286 0.676 -4.700
H -0.639 0.340 -2.357
C 0.100 -0.061 0.160
Ge 1.358 -1.026 1.240
C 3.020 -1.457 0.304
C 2.941 -1.997 -0.980
C 4.087 -2.249 -1.719
C 5.335 -1.955 -1.185
C 5.430 -1.412 0.087
C 4.280 -1.164 0.825
C 0.355 -2.706 1.638
C -0.326 -2.787 2.856
C -0.859 -3.991 3.304
C -0.724 -5.136 2.535
C -0.039 -5.079 1.325
C 0.507 -3.881 0.892
C 1.710 -0.372 3.053
C 2.655 -0.943 3.904
C 2.792 -0.499 5.212
C 1.971 0.512 5.694
C 1.007 1.070 4.867
C 0.881 0.625 3.558
H 1.964 -2.200 -1.408
H 4.009 -2.665 -2.717
H 6.231 -2.145 -1.763
H 6.401 -1.172 0.503
H 4.367 -0.720 1.810
H -0.424 -1.900 3.472
H -1.382 -4.031 4.252
H -1.138 -6.075 2.881
H 0.083 -5.976 0.729
H 1.066 -3.858 -0.034
H 3.287 -1.752 3.551
H 3.534 -0.948 5.860
H 2.076 0.856 6.715
H 0.354 1.850 5.241
H 0.118 1.049 2.913
O -3.304 0.384 1.170
H -3.529 0.518 0.239
H -2.379 0.684 1.176
C 1.827 0.487 -3.383
Si 2.027 1.944 -2.215
C 1.882 3.522 -3.225
C 3.751 1.828 -1.494
Sb 0.144 1.983 -0.443
Si 1.573 3.315 1.235
C 2.073 4.876 0.304
C 3.129 2.464 1.875
C 0.476 3.915 2.648
Si -3.032 2.716 -1.867
C -4.483 2.049 -2.879
C -2.133 3.982 -2.930
C -3.699 3.572 -0.332
H 2.764 0.352 -3.932
H 1.034 0.647 -4.114
H 1.617 -0.439 -2.843
H 2.705 3.596 -3.941
H 1.907 4.408 -2.590
H 0.944 3.540 -3.784
H 4.473 1.723 -2.309
H 3.847 0.951 -0.849
H 4.022 2.711 -0.914
H 2.859 4.684 -0.427
H 2.451 5.619 1.012
H 1.220 5.316 -0.217
H 4.016 3.009 1.547
H 3.211 1.442 1.506
H 3.133 2.424 2.967
H 0.051 4.887 2.385
H 1.061 4.038 3.563
H -0.355 3.245 2.867
H -4.127 1.570 -3.793
H -5.169 2.854 -3.163
H -5.056 1.310 -2.315
H -1.848 3.557 -3.895
H -1.229 4.337 -2.434
H -2.781 4.842 -3.124
H -4.333 2.908 0.256
H -4.287 4.452 -0.611
H -2.876 3.902 0.305
```

***

The following is a DFT calculation (ωB97M-V/def2-TZVPD) of a gas-phase ion, C4H11NS2 (charge +1).

Properties
**Energy above the lowest of the compared OMol25 structures with the same formula, charge and spin**: 2.4 kcal/mol
**LUMO (spin up / spin down)**: -3.1 / -7.2 eV
**2S+1**: 2
**Kohn-Sham gap (spin up / spin down)**: 0.38776 / 0.23178 Eh
**Charge**: +1
**E_tot**: -27478.679 eV
**HOMO (spin up / spin down)**: -13.6701 / -13.5251 eV

Structure (XYZ):
```
18
C4H11NS2, DFT ωB97M-V/def2-TZVPD
S -0.051 0.803 -1.794
S 0.680 1.084 0.111
C 1.750 -0.346 0.400
C 1.069 -1.557 1.070
C -0.355 -1.312 1.540
N -1.276 -1.032 0.440
C -2.337 -0.061 0.478
H 0.914 1.427 -2.490
H 2.529 0.036 1.038
H 2.194 -0.594 -0.558
H 1.606 -1.818 1.973
H 1.176 -2.427 0.433
H -0.722 -2.285 1.929
H -0.486 -0.551 2.308
H -0.849 -1.197 -0.473
H -2.466 0.380 -0.507
H -2.110 0.727 1.179
H -3.267 -0.554 0.762
```

***

The following is a DFT calculation (ωB97M-V/def2-TZVPD) of 3 unconnected molecules or ions with the total composition C5H7NO.

Properties
**Energy above the lowest of the compared OMol25 structures with the same formula, charge and spin**: 110.8 kcal/mol
**LUMO**: 0.6 eV
**Kohn-Sham gap**: 0.37021 Eh
**SMILES**: C1=CC1.C#N.C=O
**E_tot**: -8831.400 eV
**HOMO**: -9.4949 eV

Structure (XYZ):
```
14
C5H7NO, DFT ωB97M-V/def2-TZVPD
C -1.542 -0.461 0.381
C -1.268 0.425 -0.800
C 0.828 1.626 0.149
O 1.201 1.060 1.150
C 1.958 -1.415 0.585
N 1.459 -2.055 -0.234
C -0.869 -0.800 -0.910
H -0.968 -0.347 1.310
H -2.554 -0.840 0.529
H -1.494 1.342 -1.317
H 0.073 2.429 0.203
H 1.241 1.416 -0.855
H 2.405 -0.786 1.324
H -0.486 -1.597 -1.520
```

***

The following is a DFT calculation (ωB97M-V/def2-TZVPD) of a molecular structure, C5H11IrO3.

Properties
**Energy above the lowest of the compared OMol25 structures with the same formula, charge and spin**: 0.0 kcal/mol
**LUMO (spin up / spin down)**: -2.7 / -6.4 eV
**2S+1**: 6
**Kohn-Sham gap (spin up / spin down)**: 0.30027 / 0.28981 Eh
**Charge**: +1
**E_tot**: -14328.981 eV
**HOMO (spin up / spin down)**: -10.8876 / -14.2421 eV

Structure (XYZ):
```
20
C5H11IrO3, DFT ωB97M-V/def2-TZVPD
O 1.445 1.618 -0.053
C 1.883 0.502 -0.714
C 1.750 -0.656 0.283
O 0.384 -0.717 0.709
C -0.462 -1.501 -0.120
C -1.887 -1.137 0.198
O -2.015 0.269 0.034
C -3.351 0.734 0.158
Ir -0.315 1.309 0.766
H 1.648 0.006 -1.683
H 2.328 -0.469 1.198
H 2.075 -1.613 -0.155
H -0.290 -2.572 0.067
H -0.252 -1.287 -1.179
H -2.150 -1.415 1.231
H -2.567 -1.661 -0.492
H -3.378 1.765 -0.211
H -4.022 0.106 -0.445
H -3.670 0.712 1.210
H 2.740 1.082 -1.335
```

***

The following is a DFT calculation (ωB97M-V/def2-TZVPD) of a molecular structure, C18H14IrN3O4.

Properties
**Energy above the lowest of the compared OMol25 structures with the same formula, charge and spin**: 4.8 kcal/mol
**LUMO**: -0.7 eV
**Kohn-Sham gap**: 0.22876 Eh
**E_tot**: -34388.587 eV
**HOMO**: -6.8750 eV

Structure (XYZ):
```
40
C18H14IrN3O4, DFT ωB97M-V/def2-TZVPD
Ir -1.066 -0.971 -1.113
O -1.016 -2.656 0.107
C -0.135 -2.902 0.940
C 1.130 -2.264 1.143
C 1.906 -2.802 2.184
C 3.156 -2.317 2.445
C 3.705 -1.276 1.667
C 2.982 -0.740 0.650
C 1.655 -1.190 0.331
O 1.037 -0.640 -0.624
N 3.937 -2.895 3.525
O 5.051 -2.444 3.724
O 3.425 -3.773 4.199
H -0.339 -3.744 1.613
H 1.518 -3.611 2.789
H 4.699 -0.921 1.899
H 3.382 0.057 0.037
C -0.894 1.714 -4.398
C -1.113 2.960 -3.838
C -1.303 3.050 -2.471
C -1.283 1.899 -1.696
N -1.105 0.682 -2.257
C -0.899 0.602 -3.580
C -1.407 1.933 -0.215
C -1.669 3.100 0.497
C -1.770 3.033 1.875
C -1.620 1.808 2.507
C -1.365 0.694 1.729
N -1.252 0.758 0.406
H -0.726 1.589 -5.458
H -1.122 3.852 -4.449
H -1.453 4.015 -2.011
H -0.752 -0.398 -3.958
H -1.801 4.046 -0.006
H -1.971 3.929 2.447
H -1.693 1.715 3.581
H -1.245 -0.289 2.167
C -2.524 -1.706 -1.958
H -3.060 -1.262 -2.808
H -2.999 -2.634 -1.620
```

***

The following is a DFT calculation (ωB97M-V/def2-TZVPD) of a molecular structure, C34H25IrN4O7.

Properties
**Energy above the lowest of the compared OMol25 structures with the same formula, charge and spin**: 0.0 kcal/mol
**LUMO**: -0.3 eV
**Kohn-Sham gap**: 0.25770 Eh
**E_tot**: -58796.837 eV
**HOMO**: -7.3547 eV

Structure (XYZ):
```
71
C34H25IrN4O7, DFT ωB97M-V/def2-TZVPD
Ir -0.150 0.444 0.719
C 1.367 3.228 0.736
O 1.442 1.801 0.730
C 2.672 1.168 0.654
C 3.871 1.850 0.708
C 5.055 1.131 0.603
C 5.030 -0.246 0.446
C 3.820 -0.921 0.404
C 2.632 -0.219 0.514
N 1.346 -0.824 0.504
N 1.304 -2.073 0.472
C 0.120 -2.755 0.499
C -1.183 -2.209 0.629
O -1.517 -0.963 0.725
C -2.297 -3.116 0.678
C -2.137 -4.451 0.600
C -0.841 -5.042 0.465
C -0.687 -6.438 0.384
C 0.555 -7.001 0.258
C 1.681 -6.166 0.209
C 1.551 -4.801 0.286
C 0.283 -4.199 0.417
H 1.738 3.614 1.686
H 0.316 3.467 0.614
H 1.940 3.629 -0.099
H 3.896 2.923 0.832
H 5.999 1.659 0.642
H 5.955 -0.799 0.357
H 3.776 -1.993 0.281
H -3.274 -2.663 0.781
H -3.001 -5.104 0.638
H -1.574 -7.060 0.424
H 0.670 -8.075 0.196
H 2.667 -6.601 0.107
H 2.427 -4.172 0.243
O 0.191 0.160 2.693
C -0.230 0.937 3.655
C 0.361 0.735 4.927
C 0.030 1.498 6.016
C -0.919 2.522 5.906
C -1.522 2.726 4.691
C -1.219 1.949 3.558
C -1.978 2.179 2.336
N -1.690 1.749 1.118
C -2.691 2.158 0.264
C -3.603 2.859 0.975
N -3.142 2.870 2.275
H 1.098 -0.055 4.995
H 0.515 1.310 6.965
H -1.170 3.141 6.756
H -2.245 3.530 4.606
H -2.663 1.890 -0.776
H -4.522 3.337 0.688
H -3.621 3.258 3.067
O 1.435 0.134 -2.071
C 0.310 0.585 -2.213
O -0.539 0.818 -1.254
C -0.202 0.947 -3.583
C 0.586 0.633 -4.680
C 0.182 0.934 -5.983
C -1.032 1.558 -6.123
O -1.648 1.964 -7.275
C -2.899 2.526 -6.879
O -2.967 2.502 -5.456
C -1.819 1.877 -5.031
C -1.439 1.588 -3.750
H 1.532 0.143 -4.498
H 0.791 0.689 -6.842
H -3.712 1.925 -7.293
H -2.957 3.558 -7.229
H -2.054 1.842 -2.901
```

***

The following is a DFT calculation (ωB97M-V/def2-TZVPD) of a single C3H3N3O2 molecule.

Properties
**Energy above the lowest of the compared OMol25 structures with the same formula, charge and spin**: 118.2 kcal/mol
**LUMO**: -1.5 eV
**Kohn-Sham gap**: 0.31068 Eh
**SMILES**: [H]/N=C1/NNC(=O)C1=O
**E_tot**: -11720.834 eV
**HOMO**: -9.9688 eV

Structure (XYZ):
```
11
C3H3N3O2, DFT ωB97M-V/def2-TZVPD
C 0.881 -0.176 -0.537
C -1.399 0.456 0.349
C -0.435 0.136 -0.993
H 1.721 -1.587 -1.595
H 1.214 -0.322 1.152
H -0.861 0.879 2.239
N 1.824 -1.088 -0.720
N 0.853 0.442 0.761
N -0.448 0.533 1.222
O -2.677 0.606 0.344
O -0.672 0.120 -2.221
```

***

The following is a DFT calculation (ωB97M-V/def2-TZVPD) of a single C2H3ClNO2P molecule.

Properties
**Energy above the lowest of the compared OMol25 structures with the same formula, charge and spin**: 33.8 kcal/mol
**LUMO**: 0.0 eV
**Kohn-Sham gap**: 0.39350 Eh
**SMILES**: N#CP(Cl)OCO
**E_tot**: -29518.353 eV
**HOMO**: -10.7571 eV

Structure (XYZ):
```
10
C2H3ClNO2P, DFT ωB97M-V/def2-TZVPD
C -3.478 -1.534 0.098
C -0.204 -0.121 -0.369
N -4.077 -2.416 0.495
O 0.396 1.151 -0.620
O -1.461 -0.054 0.174
P -2.820 -0.065 -0.792
Cl -3.797 1.411 0.143
H 0.554 1.408 0.225
H -0.171 -0.439 -1.428
H 0.527 -0.522 0.343
```

***

The following is a DFT calculation (ωB97M-V/def2-TZVPD) of a single C4H8O3 molecule.

Properties
**Energy above the lowest of the compared OMol25 structures with the same formula, charge and spin**: 27.2 kcal/mol
**LUMO**: 0.6 eV
**Kohn-Sham gap**: 0.40627 Eh
**SMILES**: C[C@@H](O)C(=O)CO
**E_tot**: -10419.825 eV
**HOMO**: -10.4611 eV

Structure (XYZ):
```
15
C4H8O3, DFT ωB97M-V/def2-TZVPD
C -0.799 0.577 -1.487
C -0.769 -0.576 -0.492
O -0.639 -1.788 -1.182
C 0.338 -0.473 0.550
O 0.911 -1.488 0.913
C 0.724 0.851 1.177
O 1.782 0.689 2.068
H -1.571 0.376 -2.235
H -1.036 1.526 -0.994
H 0.159 0.670 -2.009
H -1.714 -0.557 0.085
H -0.107 -2.365 -0.608
H -0.166 1.270 1.680
H 1.936 -0.270 2.118
H 0.995 1.558 0.378
```

***

The following is a DFT calculation (ωB97M-V/def2-TZVPD) of a molecular structure, C44H48BN4O9PSSc.

Properties
**Energy above the lowest of the compared OMol25 structures with the same formula, charge and spin**: 48.1 kcal/mol
**LUMO**: -3.7 eV
**Kohn-Sham gap**: 0.22951 Eh
**Charge**: +1
**E_tot**: -112296.063 eV
**HOMO**: -9.9263 eV

Structure (XYZ):
```
109
C44H48BN4O9PSSc, DFT ωB97M-V/def2-TZVPD
Sc 1.094 0.041 -0.101
O -0.677 -3.503 -7.627
C -1.122 -2.592 -6.749
O -2.043 -1.875 -7.015
C -0.407 -2.496 -5.434
C 0.975 -2.604 -5.332
C 1.604 -2.333 -4.129
C 0.856 -1.953 -3.015
C -0.532 -1.883 -3.106
C -1.152 -2.140 -4.313
N 1.512 -1.676 -1.793
C 2.309 -2.579 -1.373
C 3.153 -2.360 -0.208
C 3.828 -3.416 0.386
C 4.640 -3.156 1.478
C 4.763 -1.848 1.910
C 4.045 -0.853 1.263
N 3.238 -1.093 0.231
H 0.012 -4.066 -7.260
H 1.580 -2.851 -6.198
H 2.683 -2.379 -4.049
H -1.099 -1.636 -2.216
H -2.228 -2.071 -4.411
H 2.350 -3.553 -1.861
H 3.704 -4.421 0.005
H 5.172 -3.955 1.976
H 5.403 -1.597 2.744
H 4.119 0.173 1.598
O 2.328 2.648 2.284
S 1.248 1.704 2.200
O 1.679 0.290 2.066
N 0.402 1.817 0.864
C -0.636 2.674 0.545
C -1.210 3.634 1.386
C -2.286 4.383 0.951
C -2.797 4.196 -0.323
C -2.214 3.280 -1.191
C -2.705 3.138 -2.566
C -2.067 2.377 -3.448
C -0.866 1.600 -3.107
N -0.463 1.569 -1.611
C -1.128 2.522 -0.753
C 0.215 1.823 3.624
C 0.521 2.674 4.672
C -0.371 2.764 5.730
C -1.541 2.014 5.725
C -1.820 1.143 4.678
C -0.938 1.049 3.617
H -0.793 3.794 2.370
H -2.724 5.123 1.607
H -3.639 4.780 -0.670
H -3.609 3.671 -2.830
H -2.437 2.248 -4.459
H -0.958 0.578 -3.456
H 1.432 3.258 4.647
H -0.154 3.419 6.562
H -2.243 2.112 6.543
H -2.717 0.537 4.684
H -1.128 0.399 2.771
C 0.479 5.745 -3.512
C 0.599 4.768 -2.364
O 1.122 3.528 -2.901
P 0.851 2.017 -2.598
O 1.703 1.188 -3.668
C 1.377 1.312 -5.069
C 2.581 1.843 -5.815
O 1.998 1.646 -1.397
C 3.431 1.848 -1.474
C 3.869 3.174 -2.062
H 0.215 6.732 -3.131
H -0.299 5.418 -4.202
H 1.424 5.819 -4.048
H -0.363 4.603 -1.891
H 1.301 5.120 -1.607
H 0.513 1.970 -5.181
H 1.104 0.324 -5.426
H 2.782 2.881 -5.546
H 2.404 1.790 -6.889
H 3.462 1.246 -5.576
H 3.857 1.023 -2.047
H 3.767 1.788 -0.438
H 3.555 3.271 -3.098
H 4.956 3.227 -2.022
H 3.466 4.006 -1.485
C -1.848 -3.818 6.359
C -2.778 -4.349 5.256
C -2.359 -5.778 4.876
C -4.203 -4.408 5.811
C -2.660 -3.433 4.038
C -3.714 -2.619 3.616
C -3.613 -1.757 2.527
C -2.406 -1.727 1.868
O -2.006 -0.955 0.808
B -0.666 -1.263 0.546
O -0.270 -2.269 1.460
C -1.345 -2.526 2.273
C -1.447 -3.384 3.344
H -1.915 -4.455 7.244
H -2.134 -2.804 6.644
H -0.809 -3.801 6.027
H -2.525 -6.449 5.720
H -1.303 -5.833 4.608
H -2.947 -6.136 4.030
H -4.231 -5.096 6.656
H -4.905 -4.769 5.057
H -4.536 -3.433 6.170
H -4.654 -2.643 4.148
H -4.442 -1.135 2.215
H -0.598 -3.989 3.635
```

***

The following is a DFT calculation (ωB97M-V/def2-TZVPD) of 3 unconnected molecules or ions with the total composition C26H38F9N2O9P.

Properties
**LUMO**: 0.5 eV
**Kohn-Sham gap**: 0.30953 Eh
**SMILES**: CCCO[C@](C#N)(P(CC)CC)[C@](C#N)(CCOCC(F)(F)C(F)(F)C(F)(F)C(F)F)CC(=O)F.COC(=O)OC.COC(=O)OC
**E_tot**: -82728.454 eV
**HOMO**: -7.9238 eV

Structure (XYZ):
```
85
C26H38F9N2O9P, DFT ωB97M-V/def2-TZVPD
C 1.037 3.147 3.173
C 1.600 3.295 4.649
C 2.228 1.911 5.151
O 1.641 0.883 4.344
C 2.138 -0.424 4.587
C 3.091 -0.548 5.807
N 3.623 -0.418 6.813
P 3.109 -1.079 3.084
C 4.258 -2.482 3.551
C 5.711 -2.387 2.928
C 3.969 0.301 2.163
C 4.539 -0.178 0.758
C 0.899 -1.404 4.912
C 1.568 -2.655 5.557
N 2.108 -3.590 5.928
C 0.142 -1.950 3.645
C -0.312 -0.877 2.598
O 0.393 -0.980 1.337
C -0.082 0.105 0.548
C 0.574 0.110 -0.875
F -0.135 -0.834 -1.623
F 1.873 -0.297 -0.894
C 0.324 1.488 -1.591
F -0.951 1.878 -1.241
F 0.330 1.314 -2.951
C 1.319 2.648 -1.179
F 2.111 2.353 -0.107
F 0.544 3.728 -0.794
C 2.192 3.155 -2.379
F 2.958 4.237 -2.018
F 3.069 2.158 -2.762
C -0.026 -0.808 6.033
C -1.132 0.153 5.522
O -2.115 -0.308 5.066
F -0.956 1.501 5.651
H 0.895 4.196 2.796
H 1.784 2.679 2.493
H 0.061 2.610 3.160
H 2.344 4.123 4.685
H 0.712 3.568 5.273
H 1.935 1.848 6.232
H 3.332 2.025 5.016
H 3.803 -3.419 3.137
H 4.377 -2.658 4.646
H 5.644 -2.736 1.866
H 6.347 -3.142 3.455
H 6.138 -1.361 2.951
H 4.738 0.827 2.779
H 3.184 1.061 1.921
H 4.214 -1.215 0.502
H 5.656 -0.232 0.855
H 4.326 0.549 -0.055
H -0.787 -2.452 4.025
H 0.739 -2.726 3.119
H -1.385 -1.117 2.341
H -0.325 0.177 2.970
H -1.188 0.003 0.373
H 0.135 1.095 1.028
H 1.570 3.434 -3.264
H 0.585 -0.273 6.810
H -0.518 -1.667 6.549
C -3.066 -3.447 -6.582
O -2.611 -2.093 -6.607
C -2.505 -1.531 -5.394
O -2.752 -2.065 -4.344
O -2.072 -0.273 -5.554
C -1.910 0.450 -4.332
H -3.110 -3.796 -7.613
H -2.368 -4.077 -6.031
H -4.065 -3.509 -6.150
H -1.170 -0.031 -3.700
H -2.863 0.538 -3.809
H -1.558 1.448 -4.583
C -4.384 0.013 -7.663
O -5.664 0.623 -7.843
C -6.658 0.005 -7.198
O -6.552 -0.980 -6.510
O -7.794 0.671 -7.447
C -8.947 0.118 -6.815
H -3.658 0.594 -8.228
H -4.098 0.028 -6.616
H -4.386 -1.006 -8.047
H -8.838 0.135 -5.730
H -9.129 -0.898 -7.167
H -9.799 0.738 -7.089
```